No. 1
17
Properties=species:S:1:pos:R:3 method="wB97M-V/def2-TZVPD" e_homo_ha="-0.249 / -0.249" gap_ev="7.27 / 7.27" e_above_lowest_kcal_mol=105.67 total_charge=0 e_tot_ev=-13754.7748 e_lumo_ev="0.49 / 0.49"
C -1.63317 0.87804 -0.65235
C 1.67663 1.78842 0.32090
C 1.27093 -1.59118 -0.22158
C 0.42330 -0.47768 -0.75964
N -2.75566 0.83098 0.00501
N -2.79392 -0.27155 0.66386
N -1.69280 -0.93405 0.47121
N -0.85286 -0.26674 -0.31584
N 0.89169 2.11279 1.23408
O 2.47241 1.94525 -0.54806
H -1.30589 1.50021 -1.41846
H 1.06395 -1.75982 0.78712
H 0.98913 -2.57907 -0.74803
H 2.31787 -1.28322 -0.34292
H 0.63159 0.09127 -1.61786
H -1.48981 -1.79366 0.97229
H 0.78659 1.81000 2.17028


No. 2
91
Properties=species:S:1:pos:R:3 method="wB97M-V/def2-TZVPD" e_homo_ha="-0.338 / -0.356" spin_multiplicity=4 gap_ev="6.88 / 7.25" e_above_lowest_kcal_mol=6.15 s2=3.762 total_charge=+1 e_tot_ev=-93435.8573 e_lumo_ev="-2.31 / -2.44"
V -0.75323 0.70404 0.65288
C -2.80970 2.75033 -0.29549
N -1.37032 2.87702 0.00923
C -0.62739 3.48003 -1.11556
C -1.15496 3.74199 1.17338
C -1.64376 5.03334 1.24037
C -1.41041 5.80338 2.37216
C -0.68737 5.24924 3.42115
C -0.19022 3.95503 3.35035
C -0.40289 3.18918 2.20296
N -0.00236 1.86310 2.02098
C 0.62073 1.15576 3.07134
C 1.87520 1.44605 3.58566
C 2.41951 0.63652 4.57596
C 1.71318 -0.46254 5.04781
C 0.45138 -0.75666 4.53901
C -0.09013 0.05340 3.55194
N -1.38209 -0.18453 2.92292
C -2.41407 0.72970 3.46384
C -1.85928 -1.55607 3.08575
H -3.22727 3.68910 -0.67277
H -3.34568 2.47458 0.61279
H -2.96435 1.97544 -1.04775
H -1.10261 4.41478 -1.42710
H -0.57354 2.81615 -1.97267
H 0.38999 3.68538 -0.78754
H -2.21783 5.44268 0.41805
H -1.79132 6.81225 2.43622
H -0.50821 5.82969 4.31667
H 0.36455 3.54199 4.18223
H 2.42418 2.29242 3.19286
H 3.39952 0.85986 4.97573
H 2.13812 -1.09310 5.81663
H -0.09467 -1.60864 4.91801
H -2.58769 0.52255 4.52422
H -3.34587 0.56956 2.91945
H -2.10236 1.76424 3.34466
H -2.23252 -1.73764 4.09986
H -1.04886 -2.24761 2.88748
H -2.66890 -1.74349 2.37968
C -2.12075 -1.82595 -1.64844
N -0.65334 -1.56314 -1.62191
P -0.08917 -1.96737 -0.01818
C -0.37930 -3.77041 -0.02858
C -0.42729 -4.46698 1.17384
C -0.51616 -5.85350 1.18375
C -0.56153 -6.55204 -0.01097
C -0.51178 -5.86409 -1.21715
C -0.41475 -4.48180 -1.22876
C 1.71400 -1.89692 -0.12676
C 2.42481 -2.38459 -1.22503
C 3.80519 -2.32508 -1.23675
C 4.48820 -1.80004 -0.13998
C 3.78846 -1.32779 0.95822
C 2.39671 -1.36878 0.96234
P -0.39312 0.13765 -1.87905
C -1.26506 0.34002 -3.46931
C -1.13740 -0.69649 -4.40192
C -1.75214 -0.61716 -5.63883
C -2.50757 0.50130 -5.96858
C -2.65179 1.52780 -5.05257
C -2.03965 1.44605 -3.80572
C 1.35371 0.40230 -2.27403
C 2.14059 0.99754 -1.29033
C 3.48869 1.23923 -1.50757
C 4.05890 0.90545 -2.72762
C 3.27886 0.33383 -3.72700
C 1.93398 0.08770 -3.50383
H -2.31550 -2.82691 -1.27298
H -2.49898 -1.75715 -2.66342
H -2.68443 -1.11232 -1.02700
H -0.37690 -3.94741 2.11904
H -0.54938 -6.38004 2.12773
H -0.63181 -7.63131 -0.00484
H -0.54449 -6.40578 -2.15287
H -0.36968 -3.95166 -2.17178
H 1.89543 -2.78825 -2.08018
H 4.35393 -2.68837 -2.09528
H 5.56941 -1.76420 -0.15035
H 4.31448 -0.91716 1.80937
H 1.85792 -0.96919 1.81665
H -0.56614 -1.57958 -4.14276
H -1.64740 -1.43241 -6.34210
H -2.98620 0.56381 -6.93655
H -3.24536 2.39764 -5.29823
H -2.18558 2.25769 -3.11312
H 1.71814 1.27737 -0.32621
H 4.08591 1.68925 -0.72657
H 5.10725 1.10255 -2.90739
H 3.71647 0.08651 -4.68450
H 1.34513 -0.34832 -4.29929


No. 3
79
Properties=species:S:1:pos:R:3 method="wB97M-V/def2-TZVPD" e_homo_ha=-0.265 gap_ev=6.63 e_above_lowest_kcal_mol=5.03 total_charge=0 e_tot_ev=-64735.1355 e_lumo_ev=-0.57
Au 0.23872 0.05175 0.73191
C -3.72008 1.50758 -1.27002
N -2.81716 2.61461 -1.16154
C -3.19254 3.84002 -1.72909
C -1.66428 2.52616 -0.47562
N -1.55753 1.75559 0.59150
C -2.61253 1.74859 1.46611
C -3.16908 2.98678 1.80525
C -4.25328 3.16852 2.66159
C -4.85969 2.06276 3.16351
C -4.27755 0.80507 3.02921
C -4.95500 -0.28696 3.58911
C -4.46416 -1.53880 3.43406
C -3.31185 -1.76312 2.70626
C -2.63468 -0.75785 2.01476
N -1.40637 -1.10512 1.38688
C -1.26416 -2.37927 1.06342
N -2.07541 -3.09039 0.27063
C -2.99903 -2.38564 -0.55303
C -2.38616 -4.46233 0.51240
N -0.21196 -3.02785 1.58229
C 0.38809 -2.47286 2.76473
C 0.55661 -4.07612 0.91091
C -3.13233 0.56106 2.12550
N -0.53098 3.14841 -0.93268
C -0.20555 3.30588 -2.36054
C 0.45658 3.71071 -0.06501
H -3.98890 1.44875 -2.33185
H -4.56660 1.48198 -0.63263
H -3.10060 0.63060 -0.91947
H -4.06110 4.25868 -1.27250
H -3.26748 3.75982 -2.83778
H -2.44020 4.61594 -1.51096
H -2.71827 3.84320 1.30326
H -4.65399 4.15710 2.75643
H -5.72153 2.10314 3.75740
H -5.87563 -0.11954 4.15154
H -4.89747 -2.40370 3.87638
H -2.90535 -2.76185 2.81394
H -2.69240 -1.39637 -0.65601
H -3.97912 -2.45134 -0.19406
H -2.97918 -2.79884 -1.54673
H -1.98584 -4.87139 1.43621
H -2.03352 -5.10819 -0.30891
H -3.45979 -4.55148 0.56823
H -0.33985 -1.99429 3.40272
H 1.21502 -1.76680 2.54018
H 0.80074 -3.31964 3.27839
H 0.21763 -4.21080 -0.14243
H 0.44543 -5.06579 1.39103
H 1.59861 -3.82429 0.80303
H -0.52682 2.45177 -2.94449
H 0.87474 3.26994 -2.44684
H -0.63864 4.23304 -2.81390
H 0.08833 3.73596 0.94907
H 0.72095 4.70167 -0.39998
H 1.37317 3.08108 -0.05430
O 8.07401 -2.85304 -5.10943
S 6.85135 -2.62393 -4.35593
O 6.40923 -3.71335 -3.53597
O 5.82265 -1.84237 -5.03455
C 7.17176 -1.30991 -3.12066
N 8.31979 -0.70817 -2.90275
C 8.22800 0.35345 -2.05635
C 7.08719 0.66498 -1.36352
C 5.93538 -0.14657 -1.61684
N 5.96576 -1.04526 -2.56937
C 4.62278 0.09356 -1.01565
C 4.43770 0.44190 0.31884
C 3.15842 0.60590 0.79803
N 2.09506 0.53324 -0.00850
C 2.25536 0.29616 -1.33416
C 3.51362 0.01143 -1.83415
H 9.20028 0.88447 -1.90375
H 7.06740 1.43654 -0.64861
H 5.29885 0.49375 0.96993
H 2.97432 0.81217 1.84379
H 1.36788 0.26574 -1.90701
H 3.70223 -0.22621 -2.89086